(1)
55
Properties=species:S:1:pos:R:3:forces:R:3 method="wB97M-V/def2-TZVPD" e_above_lowest_kcal_mol=8.0 energy_ev=-129585.916 lumo_ev="3.97 / 3.97" multiplicity=2 charge=-2
V -1.0216 -0.2359 -0.2919 -0.2 0.2 -0.4
Cl 2.6255 -0.6050 -2.5410 -0.1 0.0 0.0
C 3.1587 -0.3145 -0.9188 0.3 0.0 0.0
C 4.5326 -0.2532 -0.6690 -0.1 0.0 -0.2
C 5.0235 -0.0220 0.5840 -0.1 0.0 0.2
Cl 6.7623 0.0364 0.8378 -0.1 0.0 0.0
C 4.1379 0.1655 1.6697 0.2 0.0 0.1
C 4.5511 0.4144 3.0006 0.2 0.0 -0.2
C 3.6247 0.5961 3.9773 -0.4 0.0 0.1
C 2.2514 0.5153 3.6340 0.4 0.1 0.2
N 1.8324 0.2736 2.4248 0.4 0.2 -0.3
C 2.7456 0.1060 1.4267 -0.2 0.0 0.2
C 2.2041 -0.1493 0.0945 -0.1 0.1 0.3
O 0.9619 -0.2044 -0.0859 -0.1 -0.1 0.0
H 5.2147 -0.3961 -1.4973 0.0 0.0 0.0
H 5.6103 0.4546 3.2217 0.0 0.0 0.0
H 3.9208 0.7937 5.0003 0.0 0.0 0.0
H 1.4916 0.6592 4.3974 0.0 0.0 0.0
N -1.4090 0.1270 -3.6610 0.0 0.1 0.1
C -1.1226 1.2938 -2.9634 -0.1 -0.5 -0.3
N -1.0262 2.4603 -3.5754 0.0 0.3 0.2
N -0.7746 3.3256 -2.5595 0.0 0.0 -0.2
N -0.7194 2.7068 -1.4380 -0.1 -0.3 0.1
N -0.9458 1.3759 -1.6544 0.1 0.4 0.2
C -1.2350 -1.1633 -3.1948 0.1 0.5 -0.1
N -1.2182 -2.1987 -4.0160 0.1 -0.3 0.2
N -1.0267 -3.2562 -3.1838 -0.1 0.0 -0.4
N -0.9406 -2.8716 -1.9695 0.0 0.4 0.3
N -1.0693 -1.5039 -1.9207 -0.1 -0.7 -0.3
H -1.3613 0.2185 -4.6608 0.0 0.0 0.0
Cl -1.2874 1.3701 1.6197 -0.2 0.2 0.3
C -2.9699 1.8580 1.7043 0.4 -0.1 0.0
C -3.2500 2.8777 2.5932 -0.1 0.0 0.0
C -4.5607 3.2955 2.7675 0.0 0.0 0.0
C -5.5574 2.6633 2.0424 0.0 0.0 0.0
C -5.2376 1.6491 1.1577 -0.3 0.0 -0.1
Cl -6.5832 0.9184 0.3004 0.2 0.0 0.1
C -3.9288 1.1914 0.9160 0.1 -0.1 -0.1
S -3.5685 -0.0603 -0.2323 0.1 0.0 0.3
H -2.4357 3.3351 3.1381 0.0 0.0 0.0
H -4.7988 4.0990 3.4519 0.0 0.0 0.0
H -6.5955 2.9484 2.1504 0.0 0.0 0.0
N -1.8033 -4.7390 4.1183 0.0 0.1 0.0
C -1.5709 -3.8011 3.0966 0.0 -0.1 0.1
C -2.3488 -3.7741 1.9502 -0.1 0.0 -0.1
C -2.0839 -2.8401 0.9661 0.0 0.1 -0.2
N -1.1190 -1.9156 1.0563 -0.1 -0.4 0.4
C -0.3445 -1.9818 2.1498 0.1 0.2 -0.1
C -0.5207 -2.8934 3.1716 0.0 0.0 0.0
H -2.7711 -5.0188 4.1801 0.0 0.0 0.0
H -1.4659 -4.4328 5.0187 0.0 0.0 0.0
H -3.1608 -4.4764 1.8037 0.0 0.0 0.0
H -2.6601 -2.8259 0.0523 0.0 0.0 0.0
H 0.4423 -1.2369 2.2032 -0.2 -0.1 0.0
H 0.1463 -2.8725 4.0253 0.0 0.0 0.0

(2)
50
Properties=species:S:1:pos:R:3:forces:R:3 method="wB97M-V/def2-TZVPD" e_above_lowest_kcal_mol=0.0 energy_ev=-193834.225 lumo_ev=-0.20
Zn -0.4028 -0.5722 0.8089 -0.1 0.1 0.0
Cl 5.9973 -1.9380 2.8020 0.0 0.0 0.0
C 4.2935 -1.6698 2.7483 0.0 0.0 0.0
C 3.5089 -2.3245 1.8035 0.0 0.0 0.0
Cl 4.2340 -3.4040 0.6694 0.0 0.0 0.0
C 2.1418 -2.0974 1.7653 0.0 0.0 0.0
Cl 1.1402 -2.8553 0.5725 0.0 0.0 0.1
C 1.4948 -1.2087 2.6499 0.0 -0.1 0.0
O 0.2219 -0.9741 2.5779 0.0 0.0 0.0
C 2.3156 -0.5601 3.5954 0.0 0.0 0.0
Cl 1.5579 0.5573 4.6582 0.0 0.0 0.0
C 3.6841 -0.7835 3.6409 0.0 0.0 0.0
Cl 4.6502 0.0537 4.7951 0.0 0.0 0.0
O -1.7712 -1.0950 -0.3195 0.1 -0.1 0.0
C -2.5593 -0.0706 -0.8511 0.0 0.0 0.0
C -2.4200 1.1681 0.0315 -0.1 0.0 0.0
C -2.3927 1.1453 1.4015 0.0 0.0 0.1
C -2.2243 2.4360 1.9748 0.0 0.0 0.0
C -2.1591 3.4113 1.0291 0.0 0.0 0.0
S -2.2856 2.7713 -0.5534 0.1 0.0 0.0
C -4.0079 -0.5270 -0.8084 0.0 0.0 0.0
C -5.1451 0.1735 -1.0780 0.0 0.0 0.0
C -6.3165 -0.6205 -0.9496 0.0 0.0 0.0
C -6.0301 -1.9007 -0.5828 0.0 0.0 0.0
S -4.3509 -2.1493 -0.3823 0.0 0.0 0.0
C -2.1318 0.2182 -2.2848 0.0 0.0 0.0
C -0.9516 0.7626 -2.7055 0.0 0.0 0.0
C -0.8112 0.7571 -4.1184 0.0 0.0 0.0
C -1.8861 0.1972 -4.7402 0.0 0.1 0.0
S -3.0772 -0.2958 -3.6221 0.0 -0.1 0.0
H -2.5458 0.2416 1.9810 0.0 0.0 0.0
H -2.1587 2.6206 3.0367 0.0 0.0 0.0
H -2.0295 4.4709 1.1767 0.0 0.0 0.0
H -5.1431 1.2177 -1.3600 0.0 0.0 0.0
H -7.3186 -0.2550 -1.1198 0.0 0.0 0.0
H -6.7235 -2.7077 -0.4113 0.0 0.0 0.0
H -0.2038 1.1489 -2.0253 0.0 0.0 0.0
H 0.0466 1.1515 -4.6436 0.0 0.0 0.0
H -2.0477 0.0716 -5.7984 0.0 0.0 0.0
S 1.1440 1.3135 0.4983 0.0 0.0 0.0
C 2.5632 0.6660 -0.1306 0.0 0.0 0.0
N 3.7692 0.9943 0.3126 0.0 0.0 0.0
C 4.9055 0.2392 -0.2097 0.0 0.0 0.0
C 4.4523 -0.2988 -1.5632 0.0 0.0 0.0
S 2.6402 -0.4525 -1.4494 0.0 0.0 0.0
H 3.8366 1.5392 1.1606 0.0 0.0 0.0
H 5.1535 -0.5730 0.4753 0.0 0.0 0.0
H 5.7729 0.8896 -0.3089 0.0 0.0 0.0
H 4.8860 -1.2726 -1.7754 0.0 0.0 0.0
H 4.6838 0.3899 -2.3738 0.0 0.0 0.0